{
  "formula": "C20H37F5N5O3S",
  "method": "ωB97M-V/def2-TZVPD",
  "e_above_lowest_kcal_mol": 320.0,
  "lumo_ev": -3.033,
  "gap_ev": 8.242,
  "total_charge": 1,
  "largest_force_ev_per_a": 8.965,
  "total_energy_ha": -2180.51897,
  "species": ["C", "C", "N", "C", "N", "O", "C", "C", "C", "O", "C", "C", "C", "C", "C", "F", "F", "C", "F", "F", "F", "C", "C", "C", "C", "C", "N", "C", "N", "N", "H", "H", "H", "H", "H", "H", "H", "H", "H", "H", "H", "H", "H", "H", "H", "H", "H", "H", "H", "H", "H", "H", "H", "H", "H", "H", "H", "H", "H", "H", "H", "C", "S", "O", "C", "H", "H", "H", "H", "H", "H"],
  "coordinates": [[0.61, -3.13, 1.74], [0.45, -3.29, 0.11], [0.59, -1.91, -0.50], [1.97, -1.50, -0.96], [1.97, -0.09, -1.50], [2.94, 0.71, -1.99], [4.14, 0.72, -1.14], [4.07, 1.73, 0.15], [3.09, 1.23, 1.37], [5.46, 1.76, 0.73], [0.51, 0.38, -1.41], [0.02, 1.86, -1.94], [-1.44, 2.35, -1.40], [-1.50, 4.00, -1.55], [-2.16, 4.71, -0.22], [-2.53, 6.12, -0.60], [-3.38, 3.99, 0.22], [-1.00, 4.82, 0.93], [-0.49, 3.53, 1.44], [-1.62, 5.54, 2.09], [0.20, 5.62, 0.52], [-0.41, -0.80, -0.75], [-2.01, -0.85, -0.38], [-3.02, -0.88, -1.67], [-4.30, -1.85, -1.22], [-5.12, -1.17, 0.05], [-6.53, -0.69, -0.35], [-7.08, 0.08, 0.86], [-6.59, 1.32, 1.26], [-8.20, -0.48, 1.74], [1.66, -2.63, 2.02], [-0.24, -2.41, 2.12], [0.57, -4.20, 2.24], [-0.50, -3.88, -0.23], [1.41, -3.90, -0.25], [2.98, -2.10, -0.91], [5.03, 1.14, -1.83], [4.51, -0.35, -0.79], [3.85, 2.85, -0.16], [2.53, 2.20, 1.77], [2.25, 0.48, 1.06], [3.67, 0.79, 2.30], [5.36, 2.13, 1.67], [-0.07, 1.79, -3.13], [0.85, 2.69, -1.75], [-2.24, 1.95, -2.19], [-1.70, 2.03, -0.29], [-0.43, 4.46, -1.73], [-2.17, 4.31, -2.48], [-2.26, 0.03, 0.37], [-2.19, -1.85, 0.23], [-2.52, -1.22, -2.68], [-3.51, 0.21, -1.76], [-3.93, -2.95, -0.97], [-5.01, -1.91, -2.16], [-5.21, -1.96, 0.93], [-4.58, -0.21, 0.48], [-7.16, -1.52, -0.45], [-5.83, 1.59, 0.59], [-9.07, -0.43, 1.15], [-7.99, -1.47, 2.01], [6.16, -4.30, 1.02], [5.64, -2.69, 1.66], [4.32, -2.36, 1.03], [6.91, -1.72, 0.81], [5.48, -5.06, 1.40], [6.13, -4.29, -0.07], [7.17, -4.52, 1.37], [6.83, -1.87, -0.27], [7.90, -2.02, 1.17], [6.75, -0.66, 1.04]],
  "mulliken_charge": [-0.711, -0.664, 0.175, -0.424, 0.306, -0.319, -0.124, 0.408, -0.780, -0.566, -0.093, -0.598, 0.157, -1.034, 0.581, -0.288, -0.237, 0.649, -0.217, -0.246, -0.237, -0.214, -0.251, -0.319, -0.739, -0.336, -0.379, 0.334, -0.573, -0.529, 0.151, 0.255, 0.369, 0.336, 0.352, 0.343, 0.323, -0.117, 0.215, 0.289, -0.010, 0.351, 0.336, 0.269, 0.379, 0.233, 0.075, 0.340, 0.384, 0.285, 0.431, 0.335, 0.096, 0.278, 0.404, 0.229, 0.132, 0.311, 0.283, 0.298, 0.283, -0.984, 0.346, -0.407, -0.895, 0.327, 0.301, 0.394, 0.285, 0.423, 0.238]
}